Run A
Molecular formula: C4H9NO
Method: DFT, ωB97M-V/def2-TZVPD

Atoms and positions in Å:
1 C -0.83 1.21 0.38
2 C -0.19 1.97 -0.50
3 O 0.67 2.94 -0.08
4 H -1.60 0.53 0.03
5 H -0.54 1.17 1.41
6 H -0.36 1.84 -1.56
7 H 0.98 3.48 -0.82
8 C -0.52 -1.79 1.08
9 N 0.55 -2.03 0.47
10 C 0.42 -2.38 -0.95
11 H -0.61 -1.72 2.16
12 H -1.47 -1.72 0.52
13 H -0.24 -3.23 -1.11
14 H 0.06 -1.53 -1.53
15 H 1.41 -2.66 -1.30

The HOMO-LUMO gap is 9.8 eV. The spin multiplicity is 1. Its SMILES is C=CO.C=NC. The value obtained for the LUMO energy is 0.8 eV.



Run B
Molecular formula: C4H9NO
Method: DFT, ωB97M-V/def2-TZVPD

Atoms and positions in Å:
1 N 0.55 -0.16 -2.14
2 C -0.42 -1.56 -0.45
3 C -0.53 -0.82 -1.60
4 O 0.66 -1.58 0.28
5 H 0.73 -0.32 0.77
6 H 1.45 -0.38 -1.76
7 H 0.41 0.41 -2.96
8 H -1.31 -2.04 -0.04
9 H -1.48 -0.71 -2.10
10 C 0.28 0.99 1.05
11 C -0.20 1.22 2.31
12 H 0.28 1.91 3.00
13 H 1.07 1.65 0.69
14 H -0.47 0.74 0.25
15 H -1.03 0.65 2.70

The HOMO-LUMO gap (spin up / spin down) is 6.7 / 6.7 eV. The spin multiplicity is 1. The value obtained for the LUMO energy (spin up / spin down) is -0.3 / -0.3 eV.



Run C
Molecular formula: C4H9NO
Method: DFT, ωB97M-V/def2-TZVPD

Atoms and positions in Å:
1 C -2.13 1.54 -0.24
2 C -1.02 1.23 0.51
3 N 0.36 1.57 0.20
4 H -2.14 2.31 -1.01
5 H -3.07 0.85 -0.06
6 H -1.06 0.85 1.61
7 H 0.67 1.45 -0.85
8 H 0.58 2.55 0.41
9 C 0.49 -2.46 -0.21
10 C 1.53 -1.70 0.28
11 O 2.05 -0.55 -0.16
12 H 0.87 -3.37 -0.83
13 H -0.51 -2.03 -0.43
14 H 2.24 -2.24 0.87
15 H 1.15 -0.01 -0.08

The HOMO-LUMO gap is 8.5 eV. The spin multiplicity is 1. Its SMILES is C=CN.C=CO. The value obtained for the LUMO energy is 0.8 eV.



Verdict on stability: run C comes out at the bottom.



Run A
Molecular formula: C4H9NO
Method: DFT, ωB97M-V/def2-TZVPD

Atoms and positions in Å:
1 C 1.05 -1.40 0.54
2 C 0.22 -0.89 -0.60
3 N -1.17 -0.54 -0.32
4 C -0.26 0.51 -0.77
5 C -0.05 1.63 0.26
6 O -1.16 1.78 1.10
7 H 2.12 -1.34 0.31
8 H 0.86 -0.83 1.46
9 H 0.80 -2.45 0.74
10 H 0.39 -1.42 -1.54
11 H -1.81 -0.83 -1.05
12 H -0.38 0.85 -1.80
13 H 0.10 2.58 -0.28
14 H 0.87 1.45 0.84
15 H -1.58 0.90 1.11

The HOMO-LUMO gap is 10.9 eV. The spin multiplicity is 1. Its SMILES is C[C@H]1N[C@H]1CO. The value obtained for the LUMO energy is 1.0 eV.



Run B
Molecular formula: C4H9NO
Method: DFT, ωB97M-V/def2-TZVPD

Atoms and positions in Å:
1 C 1.19 0.12 1.06
2 N -0.21 0.34 0.72
3 C -0.44 1.45 -0.12
4 C -1.04 -0.72 0.20
5 O -2.25 -0.65 0.32
6 C -0.27 -1.43 -0.83
7 H 1.48 0.85 1.82
8 H 1.29 -0.88 1.51
9 H 1.87 0.20 0.21
10 H 0.20 2.31 0.12
11 H -1.50 1.68 -0.19
12 H -0.13 0.98 -1.41
13 H -0.83 -2.19 -1.37
14 H 0.73 -1.77 -0.52
15 H -0.12 -0.31 -1.52

The HOMO-LUMO gap is 9.8 eV. The spin multiplicity is 1. The value obtained for the LUMO energy is 0.8 eV.



Verdict on stability: run B comes out at the bottom.



Run A
Molecular formula: C4H9NO
Method: DFT, ωB97M-V/def2-TZVPD

Atoms and positions in Å:
1 C 2.11 0.29 0.16
2 C 0.75 0.97 0.02
3 N -0.02 0.70 1.25
4 C -0.76 -0.32 1.16
5 O -0.81 -1.06 0.01
6 C -1.89 -0.76 -0.86
7 H 1.99 -0.80 0.13
8 H 2.78 0.57 -0.66
9 H 2.55 0.57 1.11
10 H 0.29 0.61 -0.91
11 H 0.84 2.05 -0.09
12 H -1.37 -0.73 1.96
13 H -2.72 -1.42 -0.63
14 H -1.53 -0.95 -1.87
15 H -2.23 0.29 -0.79

The HOMO-LUMO gap is 11.0 eV. The spin multiplicity is 1. Its SMILES is CC/N=C\OC. The value obtained for the LUMO energy is 1.0 eV.



Run B
Molecular formula: C4H9NO
Method: DFT, ωB97M-V/def2-TZVPD

Atoms and positions in Å:
1 C 0.46 1.50 1.25
2 C 1.62 1.58 1.54
3 H -0.56 1.37 1.04
4 H 2.64 1.69 1.76
5 C -0.48 1.05 -1.91
6 N -0.05 -0.12 -1.90
7 H 0.06 1.93 -2.28
8 H -1.48 1.24 -1.53
9 H 0.88 -0.26 -2.26
10 C -0.33 -1.81 0.99
11 O -1.44 -1.27 0.32
12 H 0.01 -2.73 0.51
13 H -0.66 -2.04 2.01
14 H 0.49 -1.10 1.03
15 H -1.15 -1.03 -0.58

The HOMO-LUMO gap is 10.6 eV. The spin multiplicity is 1. Its SMILES is C#C.C=N.CO. The value obtained for the LUMO energy is 1.0 eV.



Run C
Molecular formula: C4H9NO
Method: DFT, ωB97M-V/def2-TZVPD

Atoms and positions in Å:
1 C -0.53 1.15 -0.63
2 N 0.26 0.01 -0.18
3 C 1.62 0.18 -0.70
4 C -0.62 -1.43 0.40
5 C -1.03 -0.68 1.62
6 O -0.19 -0.10 2.25
7 H -0.68 1.16 -1.72
8 H -0.03 2.12 -0.39
9 H -1.50 1.16 -0.13
10 H 2.03 1.18 -0.39
11 H 2.33 -0.55 -0.30
12 H 1.69 0.20 -1.80
13 H 0.18 -2.16 0.55
14 H -1.51 -2.02 -0.01
15 H -2.11 -0.49 1.78

The HOMO-LUMO gap is 8.4 eV. The spin multiplicity is 1. Its SMILES is CN(C)CC=O. The value obtained for the LUMO energy is 0.4 eV.



Verdict on stability: run C comes out at the bottom.



Run A
Molecular formula: C4H9NO
Method: DFT, ωB97M-V/def2-TZVPD

Atoms and positions in Å:
1 C -2.12 0.51 0.15
2 C -1.34 -0.51 -0.69
3 N 0.09 -0.25 -0.58
4 C 0.77 -0.71 0.44
5 O 0.79 -1.39 1.40
6 C 2.39 0.31 0.17
7 H -3.20 0.39 0.02
8 H -1.84 1.53 -0.15
9 H -1.88 0.38 1.21
10 H -1.57 -1.53 -0.37
11 H -1.61 -0.42 -1.75
12 H 1.28 0.37 -0.58
13 H 2.79 0.95 -0.63
14 H 3.08 -0.53 0.27
15 H 2.38 0.91 1.09

The HOMO-LUMO gap is 10.6 eV. The spin multiplicity is 1. The value obtained for the LUMO energy is 1.0 eV.



Run B
Molecular formula: C4H9NO
Method: DFT, ωB97M-V/def2-TZVPD

Atoms and positions in Å:
1 C -0.48 -1.53 0.27
2 C -0.46 -0.03 -0.27
3 C -1.33 1.25 0.23
4 C 0.93 0.59 -0.24
5 N 2.06 -0.17 -0.10
6 O 1.06 1.80 -0.24
7 H -0.03 -1.68 1.26
8 H 0.09 -2.21 -0.39
9 H -1.48 -1.98 0.30
10 H -0.77 -0.14 -1.31
11 H -1.01 2.25 -0.14
12 H -2.35 1.16 -0.13
13 H -1.28 1.39 1.32
14 H 2.16 -1.10 -0.45
15 H 2.89 0.41 -0.11

The HOMO-LUMO gap is 10.4 eV. The spin multiplicity is 1. Its SMILES is CC(C)C(N)=O. The value obtained for the LUMO energy is 0.9 eV.



Run C
Molecular formula: C4H9NO
Method: DFT, ωB97M-V/def2-TZVPD

Atoms and positions in Å:
1 C -0.23 -1.54 -0.24
2 C -0.13 -0.10 -0.08
3 C -1.19 0.47 0.81
4 C 0.53 0.91 -1.01
5 N 1.26 0.46 0.23
6 O 2.27 -0.35 0.23
7 H -0.16 -1.99 -1.25
8 H -1.12 -1.90 0.23
9 H 0.70 -1.93 0.17
10 H -0.87 1.47 0.91
11 H -1.23 0.07 1.74
12 H -2.21 0.54 0.41
13 H 0.16 1.95 -1.00
14 H 0.91 0.69 -2.05
15 H 1.31 1.25 0.91

The HOMO-LUMO gap is 9.0 eV. The spin multiplicity is 1. Its SMILES is CC1(C)C[N@@H+]1[O-]. The value obtained for the LUMO energy is 0.8 eV.



Run D
Molecular formula: C4H9NO
Method: DFT, ωB97M-V/def2-TZVPD

Atoms and positions in Å:
1 C 0.93 -2.36 -1.20
2 N 1.73 -1.65 -0.53
3 C 1.29 -0.88 0.58
4 H 1.21 -2.83 -2.14
5 H 0.00 -2.69 -0.71
6 H 1.14 0.18 0.27
7 H 0.40 -1.31 1.04
8 H 2.10 -0.80 1.31
9 C -0.70 2.02 -0.04
10 C -1.96 1.39 0.54
11 O -2.50 1.73 1.54
12 H -1.02 2.90 -0.62
13 H -0.08 2.36 0.78
14 H -0.15 1.33 -0.69
15 H -2.40 0.61 -0.14

The HOMO-LUMO gap is 10.5 eV. The spin multiplicity is 1. Its SMILES is C=NC.CC=O. The value obtained for the LUMO energy is 0.9 eV.



Verdict on stability: run C comes out at the bottom.